Arrangement P

This record from OMol25 describes a 2-piece molecular cluster, C2H4BrFO overall. The level of theory is ωB97M-V with the def2-TZVPD basis set.

Structure (ORCA input):
```
! wB97M-V def2-TZVPD RIJCOSX def2/J DEFGRID3
* xyz 0 1
C -0.99 0.32 0.06
C 0.89 -0.77 -0.47
O -0.87 1.61 0.44
F 0.77 -1.91 0.24
Br 2.45 0.30 0.00
H -1.26 -0.36 0.79
H -1.12 0.08 -0.94
H 1.10 -0.86 -1.51
H -0.96 1.60 1.38
*
```

LUMO energy (Eh): 0.023
Gap between HOMO and LUMO (eV): 9.053

Arrangement Q

This record from OMol25 describes the molecule C2H4BrFO. The level of theory is ωB97M-V with the def2-TZVPD basis set.

Structure (ORCA input):
```
! wB97M-V def2-TZVPD RIJCOSX def2/J DEFGRID3
* xyz 0 1
C -0.76 -0.58 1.01
C -0.38 0.52 -2.79
O 0.46 -0.11 1.10
F -0.63 1.82 -2.89
Br -1.17 -0.37 -1.25
H -1.67 -0.09 1.56
H -0.69 -1.68 1.07
H 0.71 0.37 -2.61
H 0.42 0.81 1.01
*
```

LUMO energy (spin up / spin down) (Eh): -0.001 / -0.009
Gap between HOMO and LUMO (spin up / spin down) (eV): 8.169 / 7.100

Referenced to the most stable arrangement, the calculated values in kJ/mol are arrangement P 0.0; arrangement Q 164.1.

Arrangement P

This record from OMol25 describes a 3-piece molecular cluster, C2H9N2O overall. The level of theory is ωB97M-V with the def2-TZVPD basis set.

Structure (ORCA input):
```
! wB97M-V def2-TZVPD RIJCOSX def2/J DEFGRID3
* xyz 1 1
C 1.49 -0.68 1.35
N 0.47 -0.10 0.55
C 0.32 1.22 0.66
N -0.30 1.88 -0.27
H 2.02 0.08 1.93
H 2.18 -1.09 0.58
H 1.17 -1.51 1.98
H 0.54 -6.90 -3.07
H 0.70 1.81 1.50
H 0.13 -6.56 -2.55
H -0.55 2.81 0.06
H -1.60 0.17 -0.82
H -2.66 -0.69 -1.61
O -1.74 -0.51 -1.44
*
```

LUMO energy (Eh): -0.359
Gap between HOMO and LUMO (eV): 5.049

Arrangement Q

This record from OMol25 describes a 2-piece molecular cluster, C2H9N2O overall. The level of theory is ωB97M-V with the def2-TZVPD basis set.

Structure (ORCA input):
```
! wB97M-V def2-TZVPD RIJCOSX def2/J DEFGRID3
* xyz 1 1
C 0.14 -1.34 1.34
N -0.09 0.57 -1.75
C -0.06 -0.55 -0.88
N 0.11 -0.23 0.45
H 0.24 -1.00 2.36
H -0.77 -1.96 1.29
H 0.98 -2.03 1.13
H 0.45 1.36 -1.39
H -1.02 -1.11 -1.00
H 0.73 -1.27 -1.22
H -0.45 3.08 1.20
H 0.10 0.40 -2.73
H -0.20 1.58 0.72
O -0.15 2.51 0.48
*
```

LUMO energy (Eh): -0.323
Gap between HOMO and LUMO (eV): 6.271

Referenced to the most stable arrangement, the calculated values in kJ/mol are arrangement P 197.0; arrangement Q 0.0.

Arrangement P

This record from OMol25 describes C5H15NP as an isolated structure. The level of theory is ωB97M-V with the def2-TZVPD basis set.

Structure (ORCA input):
```
! wB97M-V def2-TZVPD RIJCOSX def2/J DEFGRID3
* xyz 1 1
C -1.05 1.51 -0.21
C 2.25 1.08 -0.37
C -2.47 -1.10 -0.17
C -0.35 0.42 0.47
C 1.30 -0.05 -0.45
N -1.08 -1.03 0.48
P 1.68 -1.68 0.40
H -0.53 2.47 -0.05
H -2.08 1.70 0.25
H -1.25 1.47 -1.30
H 3.32 0.72 -0.37
H 2.21 1.72 0.63
H 2.27 1.75 -1.25
H -3.00 -2.01 0.17
H -3.01 -0.19 0.15
H -2.40 -1.10 -1.24
H -0.02 0.66 1.43
H 1.27 -0.36 -1.50
H -1.34 -1.37 1.39
H -0.41 -1.78 0.13
H 2.06 -1.00 1.67
H 2.99 -1.78 -0.04
*
```

LUMO energy (Eh): -0.109
Gap between HOMO and LUMO (eV): 10.744

Arrangement Q

This record from OMol25 describes C5H15NP as an isolated structure. The level of theory is ωB97M-V with the def2-TZVPD basis set.

Structure (ORCA input):
```
! wB97M-V def2-TZVPD RIJCOSX def2/J DEFGRID3
* xyz 1 1
C 0.04 0.56 -2.75
C 1.48 0.90 3.07
C -1.03 -1.75 -1.31
C 0.05 0.54 -1.24
C 0.25 0.97 2.13
N -0.15 -0.82 -0.61
P -0.63 -0.32 1.52
H -1.00 0.27 -3.10
H 0.25 1.53 -3.23
H 0.78 -0.21 -3.16
H 1.23 1.38 4.03
H 2.20 1.60 2.67
H 1.77 -0.19 3.00
H -0.53 -1.80 -2.25
H -1.04 -2.72 -0.85
H -2.08 -1.26 -1.31
H -0.62 1.33 -0.79
H 0.95 0.93 -0.62
H 0.03 2.01 1.85
H 0.72 -1.28 -0.59
H -0.63 -1.60 2.22
H -2.04 -0.09 1.32
*
```

LUMO energy (Eh): -0.143
Gap between HOMO and LUMO (eV): 8.690

Referenced to the most stable arrangement, the calculated values in kJ/mol are arrangement P 0.0; arrangement Q 63.0.

Arrangement P

This record from OMol25 describes a 2-piece molecular cluster, C5H11NO overall. The level of theory is ωB97M-V with the def2-TZVPD basis set.

Structure (ORCA input):
```
! wB97M-V def2-TZVPD RIJCOSX def2/J DEFGRID3
* xyz -1 2
N -2.34 0.54 0.36
C -1.58 0.52 -0.97
C 2.35 0.39 0.67
C 2.13 -0.18 -0.60
C 0.79 -0.20 -1.02
C -0.13 0.80 -0.90
H -1.60 0.48 1.00
H -3.01 -0.28 0.31
H -1.70 -0.50 -1.31
H -2.00 1.22 -1.70
H 3.40 0.44 1.11
H 1.52 0.83 1.18
H 2.99 -0.53 -1.25
H 0.41 -1.15 -1.38
H 0.14 1.86 -0.78
H -0.45 -1.92 1.06
H -0.53 -0.64 2.16
O -0.37 -1.69 2.07
*
```

LUMO energy (spin up / spin down) (Eh): 0.159 / 0.148
Gap between HOMO and LUMO (spin up / spin down) (eV): 4.197 / 7.474

Arrangement Q

This record from OMol25 describes a 2-piece molecular cluster, C5H11NO overall. The level of theory is ωB97M-V with the def2-TZVPD basis set.

Structure (ORCA input):
```
! wB97M-V def2-TZVPD RIJCOSX def2/J DEFGRID3
* xyz -1 2
C -0.50 0.04 -1.78
N -1.25 1.70 0.53
C 0.06 1.18 0.40
C 0.37 0.24 -0.56
C 1.64 -0.49 -0.45
C 2.45 -0.64 0.67
H -1.47 -0.22 -1.42
H -0.59 0.96 -2.33
H -0.07 -0.89 -2.27
H -2.02 0.97 0.40
H -1.41 2.14 1.42
H 0.73 1.57 1.13
H 1.88 -1.05 -1.39
H 2.17 -0.08 1.54
H 3.40 -1.14 0.53
H -0.90 -1.50 0.71
H -2.10 -2.47 1.28
O -1.88 -1.51 0.87
*
```

LUMO energy (spin up / spin down) (Eh): 0.142 / 0.134
Gap between HOMO and LUMO (spin up / spin down) (eV): 3.249 / 5.773

Arrangement R

This record from OMol25 describes an isolated ion of composition C5H11NO and charge -1. The level of theory is ωB97M-V with the def2-TZVPD basis set.

Structure (ORCA input):
```
! wB97M-V def2-TZVPD RIJCOSX def2/J DEFGRID3
* xyz -1 2
C -1.54 0.88 -0.90
O -1.32 1.97 -1.91
C -0.38 -0.07 -0.88
C 0.99 0.41 -0.23
C 0.85 0.19 1.22
C 0.93 -2.21 1.51
N 0.25 -1.14 1.52
H -1.60 1.25 0.20
H -2.46 0.29 -1.26
H -2.21 2.33 -2.12
H -0.71 -1.04 -0.43
H -0.17 -0.27 -1.98
H 1.74 -0.10 -0.76
H 0.82 1.46 -0.51
H 1.91 0.27 1.51
H 0.34 1.01 1.65
H 0.55 -3.04 2.06
H 2.03 -2.20 1.29
*
```

LUMO energy (spin up / spin down) (Eh): 0.130 / 0.125
Gap between HOMO and LUMO (spin up / spin down) (eV): 2.543 / 6.679

Arrangement S

This record from OMol25 describes a 2-piece molecular cluster, C5H11NO overall. The level of theory is ωB97M-V with the def2-TZVPD basis set.

Structure (ORCA input):
```
! wB97M-V def2-TZVPD RIJCOSX def2/J DEFGRID3
* xyz -1 2
C 1.70 -1.34 0.03
N 0.96 1.34 -0.31
C 0.05 0.31 -0.82
C 0.34 -0.99 -0.63
C -2.36 0.83 -0.81
C -1.16 0.79 -1.46
H 2.59 -0.92 -0.47
H 2.06 -2.46 0.04
H 1.74 -0.99 1.02
H 1.92 1.37 -0.74
H 0.53 2.20 -0.47
H -0.27 -1.78 -0.92
H -2.47 0.72 0.25
H -3.41 0.90 -1.34
H -1.04 1.16 -2.52
H 0.04 -0.25 2.15
H 0.03 -0.29 3.77
O 0.01 -0.83 2.94
*
```

LUMO energy (spin up / spin down) (Eh): 0.144 / 0.136
Gap between HOMO and LUMO (spin up / spin down) (eV): 2.891 / 7.931

Referenced to the most stable arrangement, the calculated values in kJ/mol are arrangement P 69.6; arrangement Q 0.0; arrangement R 103.6; arrangement S 64.4.